(1)
Molecular formula: C17H32BCrF4N8O
Method: DFT, wB97M-V/def2-TZVPD

For the relative energy (zero: lowest compared OMol25 entry of this formula, charge and spin), the calculation gives 167.07 kJ/mol. The electronic energy comes out at -2649.1775 Eh. The largest force on an atom comes out at 0.6 eV/Å. As for the spin multiplicity: 5. As for the charge: +1.

Each line ends with the Löwdin charge.
Atoms and positions in Å:
Cr  -0.534  -0.892  -1.222  0.883
C  0.465  -3.963  2.043  -0.043
N  -0.452  -2.914  1.626  -0.126
C  -1.592  -3.340  0.825  -0.017
C  -0.165  -1.601  1.757  -0.378
N  -0.610  -0.747  0.853  0.049
C  -1.017  0.565  1.258  -0.225
C  -1.654  0.798  2.471  -0.025
C  -2.150  2.053  2.781  -0.062
C  -2.048  3.085  1.857  -0.063
C  -1.438  2.854  0.636  -0.024
C  -0.900  1.608  0.336  -0.211
N  -0.388  1.265  -0.942  0.082
C  0.191  2.083  -1.767  -0.362
N  0.888  3.201  -1.438  -0.144
C  0.889  4.398  -2.267  -0.038
C  1.539  3.340  -0.148  -0.030
N  0.132  1.780  -3.116  -0.141
C  -0.836  0.794  -3.528  -0.046
C  1.362  1.780  -3.901  -0.030
N  0.628  -1.240  2.802  -0.143
C  1.454  -0.048  2.739  -0.029
C  0.466  -1.814  4.130  -0.039
H  0.662  -4.621  1.194  0.084
H  0.049  -4.567  2.851  0.098
H  1.404  -3.526  2.372  0.089
H  -1.951  -4.294  1.211  0.106
H  -1.325  -3.500  -0.229  0.079
H  -2.390  -2.608  0.868  0.088
H  -1.801  -0.023  3.162  0.123
H  -2.654  2.212  3.724  0.110
H  -2.471  4.057  2.073  0.109
H  -1.404  3.638  -0.111  0.120
H  0.277  4.240  -3.150  0.096
H  1.904  4.662  -2.574  0.092
H  0.476  5.234  -1.698  0.097
H  1.656  2.365  0.318  0.085
H  0.979  3.981  0.535  0.092
H  2.526  3.777  -0.308  0.097
H  -1.822  0.984  -3.113  0.108
H  -0.570  -0.255  -3.234  0.061
H  -0.883  0.761  -4.615  0.110
H  2.052  2.528  -3.526  0.079
H  1.135  2.008  -4.941  0.099
H  1.853  0.801  -3.857  0.093
H  1.630  0.219  1.699  0.085
H  2.410  -0.263  3.219  0.098
H  0.989  0.802  3.244  0.096
H  -0.348  -2.534  4.128  0.094
H  0.218  -1.014  4.833  0.099
H  1.378  -2.305  4.473  0.095
N  3.583  -2.008  -1.359  0.207
C  2.265  -2.250  -1.369  -0.596
N  1.840  -3.527  -1.405  0.207
O  1.465  -1.288  -1.326  -0.081
H  4.273  -2.737  -1.337  0.123
H  3.878  -1.053  -1.262  0.127
H  2.469  -4.288  -1.600  0.125
H  0.859  -3.695  -1.551  0.109
F  -2.412  -1.065  -1.557  -0.119
B  -3.890  -0.983  -0.985  -1.161
F  -3.724  -0.532  0.300  0.174
F  -4.499  -0.104  -1.823  0.186
F  -4.318  -2.277  -1.061  0.175

Atomic forces in eV per Å
Cr 0.00 -0.08 0.64
C 0.00 0.03 -0.04
N -0.08 -0.09 -0.10
C 0.09 -0.09 0.03
C 0.13 0.13 -0.08
N -0.06 0.20 0.18
C 0.10 -0.38 -0.11
C -0.01 0.03 0.09
C 0.02 0.01 -0.05
C 0.01 -0.07 0.03
C 0.00 0.10 0.01
C 0.15 -0.07 -0.34
N -0.10 0.08 0.17
C 0.03 0.08 -0.12
N 0.01 0.08 0.10
C 0.00 -0.09 -0.02
C -0.03 -0.02 -0.02
N 0.00 -0.12 0.06
C -0.07 -0.22 0.05
C -0.02 0.06 -0.01
N 0.00 0.05 0.02
C -0.04 -0.02 -0.02
C -0.05 0.03 -0.04
H 0.02 -0.01 0.01
H -0.02 0.00 0.01
H 0.00 -0.03 -0.01
H -0.03 0.04 0.03
H 0.02 0.03 -0.03
H -0.05 0.07 -0.01
H -0.01 -0.01 0.00
H 0.00 0.01 0.00
H 0.00 0.01 0.01
H -0.01 0.01 0.00
H 0.00 0.02 0.00
H 0.01 0.01 0.00
H 0.00 0.01 0.01
H -0.01 -0.02 -0.01
H -0.03 0.02 0.00
H 0.01 0.00 0.01
H 0.02 0.09 -0.03
H 0.20 0.14 -0.30
H -0.04 0.08 0.00
H 0.02 -0.01 0.00
H 0.00 0.01 0.00
H -0.01 -0.02 0.00
H 0.00 0.00 0.00
H 0.00 0.00 0.00
H -0.02 0.01 0.01
H 0.00 0.00 0.03
H -0.01 -0.02 0.02
H 0.02 0.00 0.00
N 0.04 -0.04 0.03
C -0.20 0.17 0.04
N 0.03 -0.10 -0.06
O 0.08 -0.03 -0.10
H -0.01 0.00 -0.01
H 0.02 0.00 -0.02
H 0.00 0.02 0.02
H 0.02 0.01 0.01
F -0.06 -0.04 -0.17
B -0.12 0.00 0.05
F 0.07 -0.02 0.01
F 0.00 -0.01 0.00
F 0.01 0.00 0.00

(2)
Molecular formula: C8H19N2S
Method: DFT, wB97M-V/def2-TZVPD

For the relative energy (zero: lowest compared OMol25 entry of this formula, charge and spin), the calculation gives 104.19 kJ/mol. The electronic energy comes out at -823.4387 Eh. The largest force on an atom comes out at 9.6 eV/Å. As for the spin multiplicity: 3. As for the charge: +1.

Each line ends with the Löwdin charge.
Atoms and positions in Å:
C  -3.151  -1.107  -1.128  -0.244
C  0.829  -1.674  -2.104  -0.048
C  0.554  0.751  -1.999  -0.079
C  2.597  1.118  1.279  -0.013
C  0.154  1.855  1.344  -0.093
C  0.759  0.038  2.965  -0.097
C  0.681  -0.570  -1.367  -0.600
C  1.081  0.666  1.577  -0.626
N  -2.534  -2.129  -1.709  0.153
N  -2.509  -0.438  -0.276  0.103
S  0.412  -0.780  0.442  1.001
H  -4.034  -0.585  -1.505  0.165
H  1.068  -1.672  -3.213  0.109
H  0.832  -2.590  -1.647  0.018
H  0.835  0.628  -2.986  0.062
H  -0.387  1.084  -1.917  0.040
H  1.259  1.504  -1.634  0.095
H  2.465  1.879  0.650  0.013
H  3.143  1.439  2.148  0.088
H  3.194  0.375  0.775  0.080
H  0.165  2.597  2.012  0.050
H  -0.844  1.294  1.283  0.082
H  0.327  2.386  0.449  0.061
H  1.123  -0.998  2.914  0.078
H  1.311  0.527  3.736  0.087
H  -0.200  0.132  3.237  0.034
H  -3.097  -2.816  -2.226  0.137
H  -1.677  -2.575  -1.273  0.141
H  -2.971  0.400  0.217  0.173
H  -1.384  -0.740  -0.044  0.029

Atomic forces in eV per Å
C 0.20 0.29 -1.70
C 1.07 -5.40 -6.38
C 3.23 -0.89 1.46
C -1.54 -3.71 1.89
C -1.82 -4.33 -2.23
C 4.35 -0.73 -2.13
C -1.02 6.85 6.71
C 0.74 0.55 0.28
N -0.16 -2.20 -0.10
N 2.11 2.28 3.53
S 1.98 0.22 -2.02
H -0.41 -1.26 -0.16
H -0.04 0.21 1.71
H -0.08 -2.36 0.83
H 0.22 -0.11 -2.31
H -3.64 1.71 0.15
H -0.14 0.06 0.39
H -0.05 3.25 -2.56
H -0.13 0.08 0.59
H 0.06 -0.48 -0.04
H 0.04 2.35 3.42
H 0.77 1.71 0.22
H 0.19 0.10 -1.53
H -0.41 0.16 0.50
H 0.70 0.51 0.44
H -3.81 -0.03 0.60
H 0.40 0.69 0.10
H -1.42 1.06 -0.66
H 1.23 -1.84 -1.22
H -2.62 1.28 0.20

(3)
Molecular formula: C5H6NO6
Method: DFT, wB97M-V/def2-TZVPD

The electronic energy comes out at -699.9027 Eh. The largest force on an atom comes out at 5.5 eV/Å. As for the spin multiplicity: 4. As for the charge: 0.

Each line ends with the Löwdin charge.
Atoms and positions in Å:
O  -1.791  -0.096  0.924  -0.007
O  -0.571  0.180  1.113  0.068
C  -5.434  0.020  3.431  -0.059
C  -3.955  0.151  3.445  -0.274
C  -3.167  -0.761  2.801  -0.067
C  -1.790  -0.657  2.894  -0.202
O  -0.670  -0.586  3.276  0.170
C  -3.340  1.392  3.983  -0.168
O  -2.580  1.918  2.891  0.008
N  -1.936  3.105  3.446  -0.341
O  -1.266  3.756  2.667  0.126
O  -2.165  3.285  4.634  0.082
H  -5.868  0.910  3.918  0.081
H  -5.817  -0.043  2.395  0.091
H  -5.802  -0.885  3.952  0.088
H  -3.574  -1.616  2.252  0.140
H  -4.092  2.115  4.280  0.128
H  -2.655  1.182  4.803  0.136

Atomic forces in eV per Å
O 4.81 1.47 -2.20
O -3.70 -0.23 -2.19
C -0.56 -0.01 0.08
C -1.23 1.27 0.66
C 2.71 -1.80 -0.09
C -0.37 -1.19 4.06
O -2.32 -0.37 -0.45
C -0.78 -1.58 -0.21
O 1.08 2.32 0.81
N 0.42 0.40 -0.04
O -1.27 -1.34 1.29
O 0.97 0.67 -1.95
H -0.09 -0.50 -0.25
H 0.04 0.07 0.32
H 0.15 0.39 -0.12
H 0.24 0.49 -0.06
H -0.04 -0.08 0.17
H -0.06 0.02 0.17